{
  "formula": "C59H65ClCsFNO3P2S4Si",
  "method": "wB97M-V/def2-TZVPD",
  "species": ["Cs", "Cl", "C", "C", "C", "C", "C", "C", "P", "C", "C", "C", "C", "C", "C", "C", "C", "C", "C", "C", "C", "H", "H", "H", "H", "H", "H", "H", "H", "H", "H", "H", "H", "H", "H", "O", "S", "C", "C", "C", "C", "S", "O", "C", "C", "C", "C", "C", "C", "C", "C", "C", "C", "C", "C", "H", "H", "H", "H", "H", "H", "H", "H", "H", "H", "H", "H", "H", "H", "H", "H", "H", "H", "C", "Si", "C", "C", "N", "C", "C", "C", "C", "C", "C", "F", "H", "H", "H", "H", "H", "H", "H", "H", "H", "H", "H", "H", "H", "C", "C", "O", "C", "C", "H", "H", "H", "H", "H", "H", "H", "H", "H", "H", "S", "P", "S", "C", "C", "C", "C", "C", "C", "C", "C", "C", "C", "C", "C", "H", "H", "H", "H", "H", "H", "H", "H", "H", "H"],
  "positions_angstrom": [[0.38034, 0.58616, -0.59894], [-1.37128, -0.18577, 1.93913], [-1.39857, -0.71962, 3.56729], [-2.17936, -0.08933, 4.52388], [-2.19607, -0.58223, 5.81963], [-1.43190, -1.68734, 6.15499], [-0.63725, -2.30275, 5.20228], [-0.61733, -1.83102, 3.89619], [0.38359, -2.51948, 2.52230], [-0.84808, -3.70582, 1.85545], [-0.38584, -4.58197, 0.87609], [-1.21765, -5.55606, 0.35801], [-2.52019, -5.66898, 0.81974], [-2.99154, -4.78866, 1.77919], [-2.16461, -3.80114, 2.28782], [1.38021, -3.72924, 3.51562], [2.63655, -3.28707, 3.92413], [3.49097, -4.11168, 4.63352], [3.10293, -5.40408, 4.94536], [1.84998, -5.85327, 4.55844], [0.99592, -5.02722, 3.84600], [-2.77956, 0.76447, 4.25269], [-2.81124, -0.10433, 6.56859], [-1.46235, -2.08378, 7.16031], [-0.04075, -3.16390, 5.46861], [0.63463, -4.49499, 0.52503], [-0.85629, -6.23145, -0.40700], [-3.17412, -6.43501, 0.42514], [-4.00623, -4.87929, 2.14901], [-2.55059, -3.10930, 3.02443], [2.94203, -2.28109, 3.67114], [4.46265, -3.74784, 4.94034], [3.77315, -6.05628, 5.48923], [1.53975, -6.85710, 4.81893], [0.02644, -5.40248, 3.54782], [1.56370, 0.41690, 1.62742], [2.96815, 0.09624, 1.87963], [3.97581, 1.57313, 1.38398], [3.77320, 2.83095, 2.21054], [2.34103, 3.36713, 2.14133], [2.01111, 4.04014, 0.82496], [0.17804, 4.03965, 0.52046], [-0.23465, 2.64680, 0.64887], [-0.25290, 4.76587, 2.14078], [-0.83267, 3.93963, 3.08640], [-1.20219, 4.44961, 4.31870], [-1.00480, 5.79195, 4.59590], [-0.44923, 6.62433, 3.63806], [-0.07465, 6.11359, 2.40444], [3.12398, 0.30247, 3.68788], [1.94528, 0.45630, 4.39579], [1.95565, 0.48652, 5.77726], [3.15680, 0.36868, 6.45562], [4.34007, 0.21919, 5.74929], [4.32756, 0.17271, 4.36437], [3.71493, 1.73062, 0.33941], [5.00901, 1.23187, 1.43498], [4.46595, 3.60272, 1.85808], [4.01766, 2.62252, 3.25628], [2.17915, 4.06762, 2.96569], [1.65321, 2.53259, 2.26849], [2.41213, 3.48206, -0.01983], [2.35436, 5.07293, 0.77046], [-0.98568, 2.90068, 2.83785], [-1.64234, 3.79983, 5.06066], [-1.28369, 6.19091, 5.56117], [-0.30570, 7.67338, 3.85467], [0.35640, 6.76011, 1.65417], [1.02466, 0.54018, 3.84093], [1.02570, 0.59274, 6.31526], [3.17191, 0.38986, 7.53526], [5.27671, 0.13303, 6.28170], [5.25105, 0.03927, 3.81948], [0.92602, 3.73883, -2.90659], [2.09048, 2.53338, -3.82700], [3.58436, 3.61260, -4.41113], [1.18898, 2.07824, -5.46693], [2.53149, 1.31460, -2.73334], [2.98318, 0.09491, -3.01523], [3.31539, -0.40306, -4.30410], [3.75268, -1.68799, -4.52217], [3.89716, -2.58983, -3.47272], [3.60727, -2.15049, -2.18793], [3.18012, -0.86098, -1.99216], [2.93176, -0.47994, -0.67459], [0.74531, 4.63451, -3.49432], [1.33517, 4.05703, -1.95299], [-0.03643, 3.27784, -2.71588], [3.27182, 4.42399, -5.06283], [4.30198, 3.00540, -4.95520], [4.11216, 4.04942, -3.56828], [0.44076, 2.81842, -5.74634], [0.67594, 1.12792, -5.34928], [1.88162, 1.96691, -6.30026], [3.19631, 0.28508, -5.12440], [3.98994, -2.00158, -5.53368], [4.22116, -3.60675, -3.64919], [3.70760, -2.81097, -1.33440], [-4.49871, -2.55831, -0.55959], [-3.17540, -1.81587, -0.72195], [-2.05062, -2.66025, -0.81017], [-1.94657, -3.35476, -2.03796], [-0.56945, -3.16994, -2.66071], [-5.28571, -1.84025, -0.35012], [-4.42767, -3.26611, 0.26281], [-4.75661, -3.10093, -1.46743], [-3.01122, -1.17691, 0.14577], [-3.22933, -1.17626, -1.61253], [-2.70714, -2.99281, -2.73977], [-2.13534, -4.42370, -1.84887], [-0.43302, -2.13344, -2.95631], [-0.48438, -3.80696, -3.53787], [0.20784, -3.42932, -1.94813], [-1.38710, 0.43569, -3.15805], [-3.30825, 0.89803, -3.21036], [-4.27500, 1.47886, -1.59999], [-3.50402, 2.16631, -4.52705], [-3.20587, 1.86642, -5.84994], [-3.24118, 2.85983, -6.80928], [-3.56912, 4.16178, -6.45793], [-3.85942, 4.46150, -5.13681], [-3.83180, 3.46645, -4.17731], [-4.21934, -0.49052, -4.01368], [-5.57959, -0.64194, -3.78925], [-6.26688, -1.67682, -4.39678], [-5.60023, -2.56010, -5.23130], [-4.24094, -2.41201, -5.45288], [-3.55094, -1.38256, -4.84032], [-2.93601, 0.85380, -6.11793], [-2.99958, 2.62048, -7.83766], [-3.59467, 4.94349, -7.20768], [-4.10037, 5.47740, -4.85129], [-4.06880, 3.68302, -3.14394], [-6.08043, 0.05418, -3.12868], [-7.32821, -1.78968, -4.21761], [-6.14237, -3.36687, -5.70566], [-3.71742, -3.10159, -6.10184], [-2.48506, -1.26544, -4.98497]],
  "forces_ev_per_angstrom": [[-0.5, -1.5, -2.6], [-0.7, 0.4, 0.2], [0.1, -0.4, 0.7], [0.0, 0.1, -0.1], [0.0, 0.0, 0.0], [0.0, -0.1, 0.1], [-0.1, 0.1, -0.1], [0.1, 0.3, -0.3], [0.1, -0.9, 0.4], [0.0, 0.1, 0.0], [-0.1, 0.1, 0.0], [0.1, -0.1, 0.0], [-0.1, 0.0, 0.0], [-0.1, -0.2, 0.0], [0.2, 0.0, 0.0], [0.1, 0.1, -0.2], [-0.1, 0.0, -0.1], [0.1, 0.0, 0.1], [0.0, 0.0, 0.1], [0.0, -0.1, 0.1], [-0.1, 0.0, 0.0], [-0.1, 0.1, -0.1], [-0.1, 0.1, 0.0], [0.0, 0.0, 0.1], [0.0, 0.0, 0.0], [0.1, 0.0, -0.1], [0.0, 0.0, 0.0], [0.0, 0.0, 0.0], [0.0, 0.0, -0.1], [0.0, 0.0, 0.1], [0.1, 0.0, 0.0], [0.0, 0.0, 0.0], [0.0, 0.0, 0.0], [0.0, 0.0, 0.0], [-0.1, 0.0, -0.1], [-0.4, 0.2, 1.0], [1.8, 0.3, 1.2], [-0.1, -0.3, 0.3], [-0.2, 0.1, 0.1], [0.1, 0.1, 0.3], [-0.6, -0.1, 0.0], [0.8, 2.1, 0.9], [-0.9, 0.0, 0.8], [-0.1, 0.1, -0.3], [0.0, -0.2, -0.2], [0.0, 0.1, 0.0], [0.0, 0.0, 0.1], [0.1, 0.1, -0.1], [0.0, 0.0, 0.0], [0.0, -0.2, -0.2], [-0.1, 0.1, -0.3], [0.1, 0.0, 0.1], [-0.1, 0.0, 0.1], [0.1, 0.0, 0.0], [0.0, 0.0, -0.1], [0.0, -0.2, -0.2], [0.1, -0.1, -0.1], [0.1, -0.1, 0.0], [0.0, 0.1, -0.1], [0.0, -0.1, -0.1], [-0.1, 0.0, 0.1], [0.0, 0.0, -0.2], [0.0, 0.1, -0.1], [0.0, -0.2, 0.0], [0.0, -0.1, 0.1], [0.0, 0.0, 0.0], [0.0, 0.1, 0.0], [0.0, 0.1, -0.1], [-0.2, 0.0, -0.1], [-0.1, 0.0, 0.1], [0.0, 0.0, 0.1], [0.1, 0.0, 0.0], [0.1, 0.0, -0.1], [0.4, -0.4, -0.3], [-0.1, 0.8, -0.3], [-0.4, -0.4, 0.3], [0.3, -0.2, 0.5], [-0.3, 0.6, 0.0], [0.0, 0.0, 0.2], [0.0, 0.0, 0.1], [0.1, -0.2, -0.1], [0.1, -0.1, -0.1], [0.0, 0.0, 0.2], [0.2, -0.3, 0.1], [0.5, -0.2, -0.6], [0.0, 0.2, -0.2], [0.2, 0.1, 0.2], [-0.3, -0.2, 0.0], [-0.2, 0.1, -0.2], [0.1, -0.2, -0.2], [0.1, 0.1, 0.2], [-0.1, 0.1, 0.1], [-0.2, -0.2, 0.0], [0.2, 0.1, -0.1], [0.0, 0.1, -0.3], [0.0, 0.0, 0.0], [0.0, 0.0, 0.0], [0.0, 0.0, 0.0], [0.4, 0.0, 0.0], [-0.5, 0.2, -0.2], [0.3, -0.1, 0.0], [0.1, -0.2, -0.2], [-0.4, 0.1, 0.3], [-0.2, 0.1, 0.0], [-0.1, -0.1, 0.1], [-0.1, -0.1, -0.1], [0.0, 0.0, -0.1], [0.1, -0.1, 0.3], [0.0, -0.1, 0.0], [0.0, 0.2, -0.1], [0.0, 0.1, -0.1], [0.1, -0.1, -0.1], [0.2, -0.1, 0.1], [-0.3, 0.0, -0.6], [-0.3, 0.1, -0.7], [-0.1, 0.1, 0.4], [0.1, 0.0, 0.3], [0.0, 0.0, 0.1], [0.0, 0.0, -0.3], [0.0, 0.1, 0.0], [0.0, 0.2, -0.2], [-0.1, 0.0, 0.1], [0.2, 0.2, 0.3], [0.0, 0.0, 0.0], [-0.2, 0.0, 0.0], [-0.1, -0.1, 0.0], [0.0, -0.1, -0.1], [0.1, 0.0, 0.0], [0.1, 0.0, -0.1], [0.0, 0.0, 0.0], [0.0, 0.0, 0.0], [0.0, 0.0, 0.0], [0.0, 0.0, 0.0], [0.0, 0.0, 0.0], [-0.1, 0.0, 0.0], [0.0, -0.1, 0.0], [0.0, -0.1, 0.0], [0.1, 0.0, 0.0]],
  "mulliken_charge": [1.05, 0.24, 0.14, -0.76, -0.91, -0.89, -0.55, 0.38, 1.23, 0.67, -0.44, -1.15, -0.38, -0.83, -0.13, -0.56, 0.18, -0.73, -0.56, -0.77, -0.17, 0.67, 0.34, 0.37, 0.44, 0.65, 0.39, 0.35, 0.42, 0.29, 0.32, 0.43, 0.37, 0.41, 0.38, -0.77, 0.74, -0.68, -1.08, -0.07, -0.43, 0.15, -0.56, -0.05, -0.24, -0.67, -0.48, -0.67, -0.28, -0.26, 0.02, -0.76, -0.69, -0.83, -0.26, 0.27, 0.67, 0.49, 0.39, 0.48, -0.12, 0.22, 0.73, 0.36, 0.49, 0.37, 0.38, 0.42, 0.26, 0.48, 0.39, 0.43, 0.47, -0.22, 0.01, -1.28, -1.16, 0.32, 0.73, -0.57, -0.96, -0.73, -0.98, -0.23, 0.47, 0.46, -0.22, 0.08, 0.33, 0.32, 0.28, 0.38, 0.25, 0.45, 0.31, 0.36, 0.39, 0.42, -1.33, 1.92, 0.47, -0.05, -0.98, 0.45, 0.16, 0.27, -0.11, -1.20, 0.13, 0.24, 0.03, 0.48, 0.16, 0.11, 0.57, -0.51, 0.17, -0.20, -0.69, -0.48, -0.63, -0.41, 0.38, -0.69, -0.60, -0.53, -0.87, -0.64, 0.29, 0.38, 0.37, 0.39, 0.34, 0.40, 0.39, 0.37, 0.41, 0.58],
  "e_homo_ev": -3.82,
  "charge": -1,
  "energy_ev": -155458.5790
}